(1)
Density functional theory data (ωB97M-V/def2-TZVPD) for a 15-piece molecular cluster, C19H67N6O15 overall.

XYZ file:
```
107
Properties=species:S:1:pos:R:3:forces:R:3:lowdin_charge:R:1
C -0.34752 0.24199 -0.79826 -0.262 0.375 1.856 -0.06
C 0.02148 -0.40601 0.57674 -0.935 -0.702 -3.690 -0.39
O -0.53352 -1.67401 0.53274 0.093 -1.252 0.803 -0.36
H 0.15648 1.19199 -0.65326 -0.065 0.545 -1.333 0.05
H -1.45252 0.37099 -0.87526 0.865 -0.040 0.088 0.06
H -0.03352 -0.39301 -1.61526 0.493 0.252 -0.275 0.06
H -0.46252 0.24099 1.28074 0.285 0.391 1.189 0.07
H 1.12548 -0.46501 0.56674 -0.179 0.527 0.878 0.10
C 1.05848 4.67399 0.97474 -0.777 -0.278 0.427 -0.08
C 1.01348 4.78399 2.48274 0.710 -0.596 -2.310 -0.32
O 0.65548 6.08099 2.78074 -0.720 1.682 1.437 -0.06
H 0.96948 3.66899 0.66174 -0.013 -1.264 -0.452 0.03
H 1.98748 5.00699 0.63774 1.457 0.758 -0.763 0.05
H 0.26348 5.22299 0.49974 -0.435 0.312 -0.157 0.08
H 2.00048 4.52299 2.80574 0.540 0.368 0.796 0.10
H 0.38648 4.02199 2.84674 -1.248 -0.690 1.019 0.08
H -0.29352 6.19899 2.61574 0.517 -0.161 0.022 0.09
C -2.84352 1.96099 0.77974 0.570 1.310 -3.145 -0.05
C -1.68552 2.65199 1.37574 0.467 1.411 -1.402 -0.38
O -1.62052 2.47899 2.72174 -0.379 0.519 2.865 -0.04
H -3.75552 2.13999 1.26074 -1.294 0.392 0.912 0.08
H -2.57852 0.96599 0.81174 -0.122 -2.671 0.018 0.02
H -2.94852 2.24499 -0.32226 0.053 -0.374 1.536 0.10
H -1.68752 3.68899 1.08274 -0.048 0.687 0.398 0.11
H -0.73152 2.30499 1.05774 0.645 -0.490 -1.532 0.06
H -1.99052 1.62099 2.88474 -0.270 -0.700 0.576 0.07
C -2.16252 0.54499 -5.26326 2.794 -0.131 -0.116 -0.06
C -1.37552 -0.10901 -4.06726 -2.600 1.260 -0.747 -0.36
O -0.83752 -1.22601 -4.60126 1.827 -2.232 -0.333 -0.07
H -2.79652 -0.09901 -5.79926 -0.348 -1.840 -0.551 0.04
H -1.43052 0.95499 -6.04426 -0.972 -0.297 1.273 0.10
H -2.87752 1.23099 -4.97926 -0.990 2.382 0.968 0.02
H -2.00252 -0.43901 -3.22326 -0.430 0.616 -0.219 0.08
H -0.68652 0.61299 -3.65126 0.612 0.278 -0.024 0.08
H -0.66952 -1.88101 -3.89026 0.159 0.446 -0.750 0.03
C 1.02748 -2.10901 3.66474 7.020 -2.164 5.152 -0.59
O 2.05648 -2.29401 4.60474 -5.060 0.953 -3.629 -0.17
N 1.15848 -2.59801 2.47574 1.337 -2.669 -1.718 0.20
N -0.00252 -1.33601 3.88674 -2.273 1.792 2.589 0.15
H 1.69548 -3.46001 2.21174 -0.530 1.773 1.147 0.13
H 0.52648 -2.26901 1.78274 -1.349 0.097 -1.439 0.02
H -0.07852 -0.86601 4.82674 0.150 -1.096 -1.504 0.17
H -0.86752 -1.47001 3.37274 -0.253 -0.016 -0.097 0.09
C -1.46652 -3.48301 -2.69326 -3.584 -4.083 -3.834 -0.70
O -2.26852 -4.28701 -3.43026 3.168 3.554 3.400 -0.10
N -1.78852 -2.58401 -1.83126 -5.705 1.760 3.575 0.17
N -0.19652 -3.37301 -2.87726 6.133 -2.762 -4.459 0.12
H -2.78352 -2.72301 -1.57326 0.696 0.454 0.036 0.09
H -1.25652 -2.10001 -1.08426 0.381 -0.597 -0.372 0.08
H 0.14448 -3.95601 -3.74326 -0.481 1.524 2.638 0.19
H 0.49448 -2.91001 -2.23326 -0.964 -1.009 -1.078 0.09
C 2.39848 1.31299 3.72874 3.099 4.774 -0.960 -0.57
O 3.16048 2.41799 3.44774 -3.290 -4.798 1.426 -0.13
N 2.76748 0.41599 4.63374 2.989 -1.076 1.415 0.14
N 1.19748 1.06099 3.22074 -2.082 0.626 -2.247 0.18
H 3.82148 0.42899 4.90174 -2.923 -0.041 -0.690 0.16
H 2.26548 -0.50801 4.67174 1.218 0.692 0.216 0.05
H 0.75748 1.59799 2.45074 1.123 0.002 1.127 0.10
H 0.71648 0.15299 3.31274 0.879 0.962 0.179 0.04
C -3.24552 -2.85901 2.06974 -0.355 -0.241 -0.743 -0.14
O -2.57252 -1.64001 2.25174 -1.169 0.453 2.086 -0.14
H -3.19952 -3.13401 0.99374 -0.431 -0.049 0.752 0.08
H -4.27752 -2.76101 2.39374 -0.266 0.272 -0.280 0.08
H -2.86752 -3.67401 2.68174 0.432 -0.069 0.017 0.06
H -1.89252 -1.57701 1.60074 1.641 -0.093 -1.766 -0.02
C -1.01652 -5.19601 1.64874 -0.144 -0.769 1.046 -0.20
O -1.50952 -4.89201 0.40774 -0.724 0.475 -1.543 -0.10
H -0.88552 -4.38501 2.40674 0.056 -0.512 -0.902 0.08
H -0.13452 -5.73801 1.40674 1.518 -0.312 0.739 0.06
H -1.69552 -5.94801 2.02474 -0.239 -0.219 0.892 0.08
H -1.62052 -3.96101 0.32074 0.001 1.129 -0.362 0.01
C 2.42148 -3.42701 -0.27826 1.146 -0.021 0.856 -0.12
O 1.67348 -2.54101 -1.09526 1.852 -1.050 0.156 -0.12
H 1.91348 -4.22401 0.28174 -0.675 0.752 0.030 0.09
H 3.23548 -2.95801 0.32974 -1.235 0.398 0.237 0.10
H 3.05748 -3.99801 -0.86626 0.881 -1.148 -2.000 0.06
H 0.99548 -2.20601 -0.54226 -2.065 0.966 1.481 0.01
C 2.67148 4.00399 -2.26326 0.265 1.661 -2.561 -0.14
O 1.67548 3.03599 -2.05326 0.635 -0.187 -0.324 -0.12
H 2.25548 4.98899 -2.57926 -0.208 -0.759 0.093 0.10
H 3.37248 3.70499 -3.09126 -0.668 0.117 0.623 0.10
H 3.27248 4.23999 -1.44526 0.824 -0.186 1.890 0.04
H 2.08048 2.28699 -2.48826 -0.555 -0.875 0.243 0.09
C -4.34452 -1.03801 -0.98826 -2.755 0.051 -0.616 -0.12
O -4.66352 -2.45801 -1.13826 0.141 1.015 -0.585 -0.14
H -3.65952 -0.61601 -1.68326 0.724 -0.210 -0.983 0.04
H -4.00152 -0.73801 -0.03126 0.542 -0.803 1.270 0.05
H -5.28452 -0.45001 -1.07726 0.352 -0.310 -0.192 0.09
H -5.11252 -2.60801 -2.01226 0.818 0.417 1.212 0.12
C -1.69952 3.04399 -2.46126 -0.718 0.632 -0.137 -0.18
O -0.84552 3.66599 -1.56426 -1.783 1.552 1.955 -0.13
H -2.57052 3.73299 -2.72326 1.079 -0.817 0.402 0.11
H -2.10152 2.08699 -2.06326 0.248 0.355 -0.623 0.05
H -1.05052 2.95099 -3.30326 -0.417 -0.906 -1.463 0.07
H 0.02648 3.31499 -1.61126 1.206 -0.557 -0.323 -0.01
C 3.16848 1.53699 0.40674 -0.471 2.197 -0.158 -0.12
O 3.61048 2.82599 0.91974 -0.130 -0.772 -4.478 -0.12
H 3.21648 0.79699 1.15874 -0.045 -0.881 1.068 0.05
H 3.85148 1.22599 -0.36726 -0.076 0.071 -0.447 0.05
H 2.10348 1.59699 0.01674 1.296 -0.012 0.328 0.07
H 3.62148 2.80099 1.83474 -0.334 -0.368 3.392 -0.04
C 4.84448 -1.13501 -1.88426 -1.806 -0.419 1.587 -0.12
O 3.52348 -0.63301 -1.72226 0.663 1.694 -1.324 -0.14
H 5.02248 -1.44701 -2.87626 0.180 -0.446 -1.321 0.06
H 4.80948 -2.02001 -1.21826 1.435 0.426 -0.242 0.08
H 5.50848 -0.31901 -1.65026 0.650 -0.145 0.515 0.08
H 3.00548 -1.25901 -1.25826 -1.020 -0.935 0.369 -0.01
```
Forces are in eV/Å.

Output
charge = -1
E = -2221.0704 hartree
2S+1 = 1
HOMO-LUMO gap = 8.93 eV
HOMO energy = -6.59 eV

=====

(2)
Density functional theory data (ωB97M-V/def2-TZVPD) for a 2-piece molecular cluster, C2H4INO overall.

XYZ file:
```
9
Properties=species:S:1:pos:R:3:forces:R:3:lowdin_charge:R:1
C -0.77771 -0.40627 -0.87087 -1.599 1.186 -4.199 -0.11
C 0.05903 -0.76825 0.04714 1.633 -2.718 -0.548 -0.29
N -1.44381 -0.26387 -1.93077 0.175 -2.373 4.627 0.15
O 0.29586 -0.40964 1.29294 -0.032 3.822 1.495 -0.14
I 1.37632 2.41501 1.82494 -0.050 -0.219 -1.095 0.42
H 0.77447 -1.58790 -0.04915 -0.362 -0.157 -2.050 0.13
H 1.10483 1.60357 0.38046 0.251 0.727 1.113 -0.27
H -1.38034 0.42770 -2.60919 0.980 1.615 -1.110 0.03
H -0.00865 -1.01036 1.91449 -0.997 -1.883 1.765 0.07
```
Forces are in eV/Å.

Output
E = -506.1781 hartree
structure (SMILES) = N=C=CO.I
2S+1 = 1
energy above the lowest of the compared OMol25 structures with the same formula, charge and spin = 252.3 kJ/mol
HOMO-LUMO gap = 9.07 eV
HOMO energy = -8.87 eV

=====

(3)
Density functional theory data (ωB97M-V/def2-TZVPD) for a 7-piece molecular cluster, C9H34O9PS overall.

XYZ file:
```
54
Properties=species:S:1:pos:R:3:forces:R:3:lowdin_charge:R:1
O 2.97269 -3.06151 2.87263 -0.317 0.045 0.169 -0.33
S 4.21317 -2.55853 2.34003 0.047 -0.699 -0.565 0.57
O 5.11570 -3.45151 1.70914 0.143 0.117 0.191 -0.23
O 4.99458 -1.82499 3.49182 0.021 0.186 -0.155 -0.11
C 3.78136 -1.28940 1.19241 0.087 0.558 0.235 -0.25
C 2.71806 -0.31017 1.69060 0.077 -0.302 -0.435 -0.25
C 1.37328 -0.87962 2.17671 0.087 0.712 0.017 -0.36
P 0.71806 -2.28682 1.28064 -0.186 -0.166 0.408 1.11
H 4.37998 -1.28050 4.00340 0.031 -0.021 0.301 0.11
H 3.50395 -1.80376 0.27484 -0.043 -0.144 -0.036 0.10
H 4.69162 -0.73525 0.96853 0.086 -0.062 -0.032 0.12
H 3.13461 0.31335 2.47839 -0.082 0.088 0.078 0.12
H 2.49278 0.37171 0.87539 0.141 0.132 0.004 0.09
H 0.63701 -0.08422 2.04053 -0.103 0.006 0.028 0.09
H 1.38607 -1.11574 3.23535 -0.011 -0.330 0.006 0.09
H 0.05886 -3.12516 2.16878 -0.038 -0.133 -0.002 0.03
H 1.65320 -3.07107 0.62517 0.000 -0.016 -0.152 0.02
H -0.24716 -1.88573 0.36520 0.041 -0.013 -0.157 -0.01
C 0.70321 3.24388 1.45302 0.029 0.030 -0.267 -0.13
O 1.80530 2.46655 0.99043 -0.194 -0.166 0.037 -0.15
H 0.23484 2.72082 2.28514 0.081 -0.046 0.044 0.08
H 1.04256 4.22055 1.80594 -0.092 0.002 0.072 0.07
H -0.03180 3.37127 0.65694 -0.031 0.068 0.040 0.07
H 2.21966 2.96359 0.27414 0.144 0.145 0.140 0.07
C -1.32370 -2.65362 -2.25671 0.260 -0.223 0.022 -0.13
O -1.33928 -3.52877 -1.11362 -0.004 0.199 0.044 -0.16
H -1.21451 -1.63447 -1.88806 -0.043 0.007 0.012 0.07
H -0.47610 -2.89101 -2.90227 -0.021 0.070 -0.037 0.09
H -2.25033 -2.73095 -2.81903 0.046 0.000 -0.076 0.07
H -1.42020 -4.43050 -1.43818 0.008 -0.046 0.016 0.09
C -2.06995 2.52564 -1.96157 0.267 -0.086 -0.102 -0.14
O -0.68028 2.75196 -1.68617 -0.114 -0.067 0.157 -0.14
H -2.63883 3.00874 -1.17113 0.024 0.032 0.022 0.08
H -2.34676 2.97003 -2.91972 -0.093 -0.002 0.028 0.08
H -2.30721 1.45925 -1.97419 -0.086 0.095 -0.017 0.05
H -0.17074 2.33604 -2.38523 0.014 0.048 -0.068 0.07
C -5.20524 -0.30225 -2.04706 0.643 1.284 -0.562 -0.16
O -3.81694 -0.40627 -2.35264 0.036 0.843 -0.145 -0.14
H -5.52344 0.69828 -2.32736 0.065 0.153 0.045 0.09
H -5.79021 -1.02976 -2.61352 0.496 1.946 -0.190 0.04
H -5.39014 -0.44666 -0.97958 -0.041 0.175 -0.133 0.08
H -3.53846 -1.29583 -2.11098 -0.361 0.017 -0.001 0.01
C -5.68133 -2.77676 -1.53103 -0.590 -1.681 0.244 -0.14
O -4.26284 -2.81394 -1.70408 -0.313 -0.691 0.287 -0.14
H -6.09394 -2.22421 -2.37013 -0.232 -1.673 0.575 0.06
H -6.10634 -3.78184 -1.53098 0.142 -0.138 0.097 0.10
H -5.95506 -2.26718 -0.60474 -0.075 -0.181 -0.128 0.09
H -3.88013 -3.30259 -0.96979 0.078 -0.062 0.024 0.09
C 4.68933 5.31149 0.72184 -0.095 -0.012 0.008 -0.13
O 3.36500 4.93778 0.34066 0.050 -0.052 0.007 -0.13
H 5.37597 4.78285 0.06658 -0.001 -0.007 -0.023 0.08
H 4.84479 6.38493 0.60279 0.036 -0.003 -0.015 0.08
H 4.89838 5.03069 1.75674 0.035 -0.007 -0.009 0.08
H 2.75690 5.41117 0.91403 -0.051 0.069 -0.050 0.07
```
Forces are in eV/Å.

Output
charge = +1
E = -1779.5822 hartree
2S+1 = 1
energy above the lowest of the compared OMol25 structures with the same formula, charge and spin = 90.1 kJ/mol
HOMO-LUMO gap = 9.06 eV
HOMO energy = -11.95 eV